Record 1
# C4H34N2O12

A 13-piece molecular cluster, C4H34N2O12 overall at a distorted geometry (ωB97M-V with the def2-TZVPD basis set, OMol25).

Summary:
- F_max: 19.61 eV/Å
- LUMO level: -0.135 eV
- HOMO energy: -0.305 Ha
- Orbital gap: 0.2998 hartree

Geometry as ORCA input:
```
! wB97M-V def2-TZVPD RIJCOSX def2/J DEFGRID3
* xyz 0 1
C 1.21 2.47 2.02
C 2.08 1.31 2.40
C 1.91 0.13 1.50
C -0.04 -1.16 1.43
N 0.54 -0.04 1.16
N 1.37 2.92 0.59
H 1.46 3.47 2.54
H 0.13 2.36 2.26
H 3.14 1.51 2.57
H 1.54 0.76 3.39
H 2.48 -0.83 1.92
H 2.46 0.12 0.51
H -1.06 -1.34 1.17
H 0.24 -2.11 1.97
H 0.60 2.74 -0.04
H 2.30 2.63 0.18
H 3.80 -2.72 0.59
H 2.26 -2.89 0.27
O 2.96 -2.21 0.56
H 2.22 2.94 -2.38
H 2.33 1.49 -1.89
O 2.80 2.23 -2.10
H -2.21 -3.57 -0.16
H -0.84 -3.20 -0.51
O -1.46 -3.75 -0.11
H -2.25 -0.99 -2.36
H -1.13 -1.16 -1.14
O -2.04 -1.01 -1.37
H -0.47 1.00 -0.85
H -0.55 2.17 -1.73
O -0.01 1.40 -1.59
H -2.44 0.90 0.96
H -1.41 1.77 1.64
O -2.17 1.90 0.97
H 0.16 -0.18 -3.35
H -0.19 -0.40 -4.62
O -0.54 -0.36 -3.80
H 3.06 -1.66 -2.11
H 2.49 -0.75 -1.02
O 2.54 -0.97 -1.92
H 0.81 -1.40 -1.34
H 0.23 -2.02 -2.65
O 0.29 -2.17 -1.61
H -4.17 -0.16 1.07
H -3.23 -0.63 0.02
O -3.23 -0.43 0.89
H -3.45 1.91 -1.65
H -3.24 0.37 -1.32
O -3.81 1.14 -1.38
H -1.11 -1.16 4.45
H -0.53 0.27 4.55
O -1.29 -0.25 4.30
*
```

Record 2
# C4H34N2O12

A 12-piece molecular cluster, C4H34N2O12 overall at a distorted geometry (ωB97M-V with the def2-TZVPD basis set, OMol25).

Summary:
- F_max: 5.29 eV/Å
- LUMO level (spin up / spin down): -3.213 / -8.330 eV
- HOMO energy (spin up / spin down): -0.491 / -0.491 Ha
- Orbital gap (spin up / spin down): 0.3727 / 0.1846 hartree

Geometry as ORCA input:
```
! wB97M-V def2-TZVPD RIJCOSX def2/J DEFGRID3
* xyz 1 2
N 1.37 0.66 1.15
C 1.36 0.01 2.46
C 0.07 0.02 3.28
C -1.16 -0.64 2.65
O -1.47 0.06 1.46
C 2.52 0.76 3.11
N 3.79 0.16 2.85
H 2.28 0.53 0.74
H 1.19 1.70 1.25
H -0.77 -0.15 0.85
H 1.71 -1.07 2.37
H -0.13 0.98 3.52
H 0.36 -0.59 4.18
H -1.02 -1.65 2.31
H -2.01 -0.57 3.30
H 2.39 0.78 4.22
H 2.47 1.89 3.04
H 3.84 -0.81 3.17
H 4.19 0.20 1.97
H -1.77 -2.75 -1.05
H -1.52 -1.29 -1.28
O -1.76 -2.13 -1.83
H -3.95 1.22 -0.89
H -3.62 2.59 -0.92
O -4.09 1.96 -1.42
H -0.34 0.63 -2.03
H 0.42 -0.29 -3.07
O 0.43 0.45 -2.48
H 2.77 -2.54 0.19
H 2.18 -1.78 -0.97
O 2.29 -2.73 -0.64
H -0.90 3.84 1.19
H -0.63 3.61 2.65
O -0.67 4.31 2.01
H -2.54 -4.61 -0.68
H -1.18 -4.60 -0.04
O -1.98 -4.06 -0.08
H 0.43 -2.76 -3.67
H -0.85 -2.20 -3.10
O 0.03 -1.95 -3.75
H -2.37 4.20 -1.13
H -2.82 5.04 -0.03
O -2.51 4.15 -0.21
H 0.03 3.99 -3.62
H -0.74 2.85 -2.96
O -0.79 3.84 -3.24
H 1.00 -5.63 -0.94
H 0.75 -4.10 -1.18
O 0.35 -4.95 -1.02
H 2.24 0.29 -1.95
H 3.21 1.36 -1.65
O 3.03 0.43 -1.40
*
```

Record 3
# C4H34N2O15

A 14-piece molecular cluster, C4H34N2O15 overall at a distorted geometry (ωB97M-V with the def2-TZVPD basis set, OMol25).

Summary:
- F_max: 8.04 eV/Å
- LUMO level: -0.362 eV
- HOMO energy: -0.337 Ha
- Orbital gap: 0.3233 hartree

Geometry as ORCA input:
```
! wB97M-V def2-TZVPD RIJCOSX def2/J DEFGRID3
* xyz 0 1
O 2.54 -4.13 -1.32
C 2.23 -2.97 -1.34
C 2.15 -2.20 -0.02
C 1.46 -2.89 1.20
N 1.51 -0.96 -0.28
C 0.31 -0.68 -0.94
N -0.19 0.59 -1.19
O -0.21 -1.62 -1.60
H 2.03 -2.46 -2.26
H 3.24 -1.98 0.41
H 2.01 -3.76 1.53
H 1.78 -2.22 2.03
H 0.48 -3.17 0.92
H 1.97 -0.14 0.21
H 0.13 1.40 -0.68
H -1.09 0.65 -1.54
H -1.61 -1.83 -0.30
H -2.83 -1.26 0.35
O -2.05 -1.63 0.61
H 0.55 3.29 0.58
H 0.89 4.28 -0.51
O 1.13 3.32 -0.22
H 2.00 2.40 0.77
H 1.77 1.68 2.14
O 2.38 1.67 1.36
H 2.61 1.14 -3.82
H 1.74 0.23 -3.04
O 1.95 0.43 -3.98
H -4.56 1.65 -0.14
H -3.96 3.06 -0.23
O -4.22 2.41 0.40
H -1.29 0.78 2.10
H -1.07 -0.36 1.18
O -0.57 0.24 1.81
H -1.11 -0.85 -4.12
H 0.03 -0.07 -4.93
O -0.66 -0.59 -4.96
H 3.59 1.71 -0.42
H 2.21 2.12 -0.88
O 2.87 1.48 -1.08
H 1.77 1.07 4.28
H 0.29 1.38 3.96
O 1.21 1.88 3.97
H -2.82 -0.59 -2.80
H -1.91 -1.49 -1.92
O -2.52 -0.69 -1.96
H 0.11 3.71 2.79
H -1.10 3.28 1.98
O -0.26 3.66 1.93
H -3.43 1.73 3.04
H -3.18 0.32 3.57
O -2.84 0.99 3.05
H -3.02 -2.12 2.02
H -3.14 -2.20 3.67
O -3.65 -1.95 2.84
*
```

Record 4
# C4H34N8O13

A 13-piece molecular cluster, C4H34N8O13 overall at a distorted geometry (ωB97M-V with the def2-TZVPD basis set, OMol25).

Summary:
- F_max: 2.71 eV/Å
- LUMO level: -0.850 eV
- HOMO energy: -0.335 Ha
- Orbital gap: 0.3033 hartree

Geometry as ORCA input:
```
! wB97M-V def2-TZVPD RIJCOSX def2/J DEFGRID3
* xyz 0 1
O -1.20 4.14 -0.02
H -0.79 3.66 0.71
H -2.08 3.76 -0.10
O -2.20 -1.35 3.39
H -1.85 -1.84 4.14
H -2.59 -2.02 2.82
O -1.33 1.13 4.45
H -1.83 1.95 4.41
H -1.79 0.53 3.84
O -4.24 -0.85 1.36
H -3.62 -0.53 0.69
H -4.40 -0.10 1.93
O 2.86 2.76 -0.96
H 2.97 2.52 -1.89
H 3.75 2.72 -0.59
O 1.47 5.18 -0.68
H 2.00 5.76 -0.12
H 1.97 4.35 -0.72
O 0.56 4.37 2.30
H 0.14 3.53 2.53
H 0.88 4.72 3.14
O 1.43 1.23 4.31
H 1.29 1.55 3.41
H 2.38 1.12 4.39
O 1.46 -2.47 0.41
H 1.55 -3.38 0.73
H 2.25 -2.02 0.74
C -0.10 0.84 0.82
O -0.53 1.80 1.47
N -0.46 -0.43 1.10
N 0.80 0.98 -0.17
H -0.98 -0.59 1.96
H 0.01 -1.17 0.60
H 1.06 1.94 -0.35
H 1.34 0.22 -0.52
C -0.38 3.20 -3.22
O -0.16 4.23 -2.62
N -0.11 3.00 -4.54
N -1.07 2.15 -2.66
H -0.36 2.15 -5.02
H 0.23 3.77 -5.09
H -1.40 1.48 -3.33
H -1.38 2.07 -1.72
C 2.25 -3.83 -2.81
O 2.77 -4.71 -3.48
N 2.71 -2.53 -2.85
N 1.12 -3.95 -2.11
H 3.63 -2.30 -3.18
H 2.20 -1.87 -2.29
H 0.74 -3.15 -1.65
H 0.47 -4.72 -2.18
C -1.93 -5.04 -0.23
O -2.99 -5.54 -0.60
N -1.60 -3.73 -0.19
N -0.86 -5.85 0.02
H -0.71 -3.44 0.17
H -2.31 -3.06 -0.43
H -1.09 -6.83 0.10
H 0.03 -5.53 0.34
*
```

Record 5
# C4H35N2O11S

A 12-piece molecular cluster, C4H35N2O11S overall at a distorted geometry (ωB97M-V with the def2-TZVPD basis set, OMol25).

Summary:
- F_max: 1.39 eV/Å
- LUMO level: -2.222 eV
- HOMO energy: -0.436 Ha
- Orbital gap: 0.3546 hartree

Geometry as ORCA input:
```
! wB97M-V def2-TZVPD RIJCOSX def2/J DEFGRID3
* xyz 1 1
N 0.15 1.09 2.04
C -0.56 0.51 0.85
C 0.18 -0.69 0.28
C -0.82 -1.64 -0.35
S 0.08 -3.23 -0.60
C -0.79 1.63 -0.14
N -1.73 2.63 0.40
H 0.38 0.34 2.72
H -0.35 1.86 2.48
H 1.02 1.46 1.65
H -1.53 0.24 1.27
H 0.68 -1.23 1.09
H 0.95 -0.40 -0.44
H -1.21 -1.41 -1.33
H -1.62 -1.81 0.37
H -0.79 -4.14 -1.04
H 0.18 2.09 -0.32
H -1.10 1.23 -1.10
H -1.37 3.57 0.27
H -2.60 2.53 -0.11
H -1.51 0.22 -3.21
H -2.94 0.56 -3.78
O -2.39 0.59 -3.00
H 4.35 -1.18 -2.83
H 3.25 -0.12 -3.24
O 3.69 -0.56 -2.50
H -3.94 -1.84 -0.85
H -3.82 -0.30 -1.27
O -3.84 -0.94 -0.55
H 2.93 3.16 0.47
H 2.89 1.66 0.14
O 2.32 2.45 0.24
H 1.68 1.82 -3.14
H 1.35 1.32 -4.57
O 1.97 1.23 -3.84
H -0.35 -1.79 -4.43
H 0.51 -1.04 -3.33
O -0.27 -0.99 -3.91
H -2.15 2.77 4.36
H -2.83 2.38 3.09
O -2.25 2.01 3.77
H 3.00 -0.93 0.32
H 3.36 -0.19 -0.99
O 3.27 -0.06 -0.03
H -0.43 -1.07 3.95
H 0.74 -2.08 3.91
O 0.54 -1.16 3.73
H 3.50 -2.75 1.39
H 2.27 -3.37 0.65
O 3.00 -2.75 0.56
H -2.28 0.11 4.08
H -2.64 -0.97 3.02
O -2.10 -0.80 3.79
*
```

Record 6
# C4H35N3O12

A 13-piece molecular cluster, C4H35N3O12 overall at a distorted geometry (ωB97M-V with the def2-TZVPD basis set, OMol25).

Summary:
- F_max: 2.55 eV/Å
- LUMO level: -0.367 eV
- HOMO energy: -0.284 Ha
- Orbital gap: 0.2702 hartree

Geometry as ORCA input:
```
! wB97M-V def2-TZVPD RIJCOSX def2/J DEFGRID3
* xyz 0 1
C 3.22 -1.15 -1.02
C 3.09 0.40 -0.75
C 1.66 0.82 -0.69
C 0.69 0.26 0.03
N -0.69 0.50 -0.12
N 1.36 2.00 -1.44
N 2.46 -1.63 -2.14
H 3.01 -1.69 -0.09
H 4.31 -1.21 -1.10
H 3.67 0.51 0.17
H 3.64 0.86 -1.56
H 0.89 -0.45 0.84
H -0.96 0.68 -1.07
H -1.25 -0.19 0.38
H 2.11 2.64 -1.63
H 0.57 1.95 -2.04
H 2.95 -1.46 -3.01
H 1.50 -1.36 -2.18
H -1.57 -0.89 -4.29
H -0.52 -1.12 -3.32
O -0.82 -0.41 -3.91
H -1.27 3.60 0.66
H -0.63 3.54 -0.75
O -0.64 4.03 0.08
H -0.42 1.16 1.72
H 0.45 2.30 2.47
O -0.23 1.62 2.55
H -0.57 -3.22 1.20
H -0.86 -3.75 2.53
O -1.33 -3.32 1.80
H 0.88 4.05 1.41
H 1.47 3.05 0.47
O 1.71 3.61 1.22
H -3.40 0.50 2.53
H -2.59 1.70 2.09
O -3.50 1.38 2.17
H -3.97 -1.03 0.73
H -4.29 0.46 0.93
O -4.63 -0.37 0.51
H -1.75 -0.50 2.99
H -2.13 -1.64 2.06
O -1.83 -0.71 2.05
H 0.43 -2.94 -1.74
H -0.92 -2.29 -1.28
O -0.41 -2.60 -2.04
H 1.24 -4.44 -0.76
H 2.02 -3.79 0.32
O 1.11 -3.86 0.00
H 0.18 0.02 3.91
H 0.68 -1.42 4.08
O 0.33 -0.67 4.57
H -2.10 2.64 -3.04
H -1.18 1.47 -3.43
O -1.18 2.38 -3.08
*
```

Record 7
# C4H35NO15

A 14-piece molecular cluster, C4H35NO15 overall at a distorted geometry (ωB97M-V with the def2-TZVPD basis set, OMol25).

Summary:
- F_max: 6.76 eV/Å
- LUMO level: 0.191 eV
- HOMO energy: -0.359 Ha
- Orbital gap: 0.3662 hartree

Geometry as ORCA input:
```
! wB97M-V def2-TZVPD RIJCOSX def2/J DEFGRID3
* xyz 0 1
O -2.25 1.87 -0.46
C -1.56 1.01 0.04
N -0.79 0.32 -0.94
C 0.23 -0.69 -0.67
O -0.30 -1.99 -0.72
C -1.40 0.59 1.47
C -2.38 -0.55 1.76
H -0.72 0.89 -1.80
H 1.22 -0.51 -1.27
H 0.55 -0.65 0.56
H -0.77 -2.12 -1.68
H -0.34 0.37 1.66
H -1.58 1.47 2.21
H -2.05 -1.52 1.64
H -2.73 -0.55 2.81
H -3.29 -0.44 1.21
H 3.02 2.40 2.02
H 4.04 2.84 3.12
O 3.52 3.14 2.40
H -3.09 -3.44 -2.79
H -2.07 -3.77 -1.56
O -2.54 -3.17 -2.00
H 0.10 -4.46 0.69
H 1.05 -3.60 -0.16
O 1.00 -4.23 0.61
H 2.71 -0.14 1.83
H 1.77 0.51 0.95
O 2.12 0.70 1.78
H 1.13 3.12 0.13
H 1.04 1.75 -0.38
O 1.58 2.49 -0.59
H 0.07 1.68 4.39
H 0.48 0.18 4.33
O -0.20 0.82 4.38
H -0.06 2.17 -3.55
H 1.01 2.42 -2.40
O 0.49 1.72 -2.90
H 2.66 -3.00 2.13
H 1.50 -1.96 1.69
O 2.47 -2.04 1.92
H -2.03 0.46 -3.31
H -2.93 -0.65 -3.41
O -2.03 -0.47 -3.58
H 3.85 -2.76 -2.16
H 2.93 -1.63 -3.14
O 3.04 -2.21 -2.35
H -2.15 -3.38 1.85
H -1.27 -2.76 0.52
O -1.48 -3.54 1.12
H 0.93 2.85 2.19
H 0.30 4.16 2.09
O 0.08 3.23 1.78
H -1.89 2.84 -2.92
H -0.78 3.98 -2.45
O -1.30 3.55 -3.15
*
```

Record 8
# C4H35NO15S

A 14-piece molecular cluster, C4H35NO15S overall at a distorted geometry (ωB97M-V with the def2-TZVPD basis set, OMol25).

Summary:
- F_max: 2.32 eV/Å
- LUMO level: -0.368 eV
- HOMO energy: -0.338 Ha
- Orbital gap: 0.3248 hartree

Geometry as ORCA input:
```
! wB97M-V def2-TZVPD RIJCOSX def2/J DEFGRID3
* xyz 0 1
O 0.34 -0.81 -2.00
C 0.75 0.28 -1.57
N 0.05 0.83 -0.57
C 0.29 2.11 0.08
O -0.97 2.53 0.64
C 2.15 0.72 -1.95
C 3.11 0.10 -0.92
S 4.78 -0.04 -1.78
H -0.77 0.34 -0.23
H 0.45 2.90 -0.63
H 0.99 2.01 0.88
H -1.35 1.87 1.24
H 2.16 1.82 -1.90
H 2.43 0.57 -2.98
H 3.32 0.74 -0.06
H 2.73 -0.81 -0.50
H 4.68 -1.36 -2.00
H -2.66 -2.79 -3.91
H -3.13 -1.37 -3.55
O -3.35 -2.14 -4.11
H -1.88 2.41 -0.82
H -3.17 2.82 -1.48
O -2.39 2.30 -1.65
H -3.06 0.00 -0.78
H -3.74 -0.31 0.77
O -3.10 0.11 0.20
H 2.85 3.14 1.22
H 3.85 3.11 0.31
O 2.93 3.35 0.27
H 2.16 -0.53 1.89
H 0.80 -0.94 1.45
O 1.50 -0.31 1.22
H -2.22 0.64 -2.41
H -1.43 -0.70 -2.50
O -2.33 -0.33 -2.33
H -1.33 -1.98 2.35
H -1.85 -3.18 1.55
O -1.77 -2.83 2.44
H 1.06 2.59 3.66
H 2.04 3.77 3.35
O 1.89 2.83 3.22
H -0.65 1.64 5.33
H -0.94 1.58 3.89
O -0.62 2.21 4.55
H 0.33 -2.91 -1.99
H 0.13 -4.26 -2.84
O -0.29 -3.48 -2.47
H -3.91 -2.41 2.14
H -3.52 -1.25 3.00
O -4.29 -1.64 2.57
H -0.96 -2.83 -0.76
H -2.14 -1.79 -0.58
O -1.34 -2.15 -0.19
H 0.37 -3.04 3.42
H 1.17 -2.40 4.48
O 0.48 -2.18 3.84
*
```

Record 9
# C4H36N2O12

A 13-piece molecular cluster, C4H36N2O12 overall at a distorted geometry (ωB97M-V with the def2-TZVPD basis set, OMol25).

Summary:
- F_max: 3.99 eV/Å
- LUMO level: -0.015 eV
- HOMO energy: -0.359 Ha
- Orbital gap: 0.3585 hartree

Geometry as ORCA input:
```
! wB97M-V def2-TZVPD RIJCOSX def2/J DEFGRID3
* xyz 0 1
C -1.29 -0.55 -1.51
C -0.29 -1.22 -2.53
C 0.97 -1.81 -1.80
N 0.91 -1.70 -0.33
C -0.85 0.92 -1.06
N -0.59 1.04 0.40
H -1.57 -1.07 -0.61
H -2.29 -0.40 -1.95
H -0.12 -0.56 -3.36
H -0.76 -2.10 -2.99
H 1.74 -1.07 -2.09
H 1.30 -2.78 -2.16
H 0.35 -0.93 0.00
H 0.25 -2.49 -0.15
H 0.01 1.16 -1.68
H -1.70 1.57 -1.09
H -0.39 0.31 1.06
H 0.15 1.70 0.59
H -0.84 5.01 0.65
H -1.92 3.99 0.00
O -1.55 4.87 0.03
H 3.11 0.37 1.19
H 3.34 -0.66 0.16
O 3.67 0.21 0.41
H -0.41 1.05 -3.19
H -0.71 0.66 -4.75
O -0.75 1.32 -4.06
H -4.20 1.15 -2.67
H -3.14 1.45 -1.67
O -3.97 1.81 -2.01
H 1.65 3.39 -1.46
H 2.79 2.61 -2.04
O 1.87 2.49 -1.73
H 0.09 -1.90 4.39
H 0.81 -1.07 3.35
O 0.85 -1.33 4.27
H -1.17 -1.93 2.72
H -1.84 -0.50 2.71
O -1.49 -1.21 3.26
H 3.93 -2.71 0.46
H 2.44 -3.12 0.42
O 3.31 -3.41 0.69
H -3.86 -1.42 1.50
H -3.47 0.10 1.38
O -3.19 -0.80 1.19
H 2.44 2.96 1.99
H 2.50 2.66 0.51
O 1.98 3.15 1.16
H -0.32 -4.02 1.79
H -1.24 -4.82 0.89
O -1.19 -3.97 1.35
H 1.05 1.49 2.31
H 1.94 1.31 3.42
O 1.69 0.82 2.60
*
```